Entry 1:
Below is C42H35AlNOP2S as an isolated structure, with properties calculated with the ωB97M-V functional and the def2-TZVPD basis.

## Properties
gap between HOMO and LUMO = 0.2792 Eh
ΔE to the lowest compared entry with this formula, charge and spin = 0.00 kJ/mol
E_HOMO = -16.81 eV

Structure (ORCA input):
```
! wB97M-V def2-TZVPD RIJCOSX def2/J DEFGRID3
* xyz 3 1
H -2.5359 -1.1770 4.8596
N 1.3427 0.1765 2.7493
H -0.9950 0.5680 4.0302
C 0.8307 -2.2038 3.2585
C -4.0968 -0.3788 -1.0556
C 1.1432 -2.6030 -2.8756
H 5.1702 3.6313 -2.1051
P 0.1112 2.0529 -0.0262
H -3.8239 -0.7126 -3.1500
C -2.7163 3.0315 -3.4813
C -0.8575 1.8185 -2.5728
C 0.0413 -6.4905 0.3073
C 3.1982 -0.7221 -2.7240
C 0.3172 4.9027 2.9260
H -3.7336 4.3485 -2.1384
H 1.8916 -3.0272 -4.8370
C 1.2326 -5.7785 0.3791
C 3.1131 4.1634 -1.8429
C -1.1848 -4.4666 -0.1270
H 2.1472 -3.8395 0.2349
H -2.1124 -3.9520 -0.3326
C 4.0671 2.0673 -1.1464
H -1.4952 1.6715 -4.6048
H 0.0494 -7.5609 0.4387
H -2.0755 -6.3998 -0.0107
C -2.1229 3.3366 -1.1712
C -1.6769 2.1240 -3.6419
H -2.4705 3.2548 3.9077
C -2.0779 -1.2517 -2.0459
H 0.3859 -3.3755 -2.9121
H 1.0352 4.4667 -1.3914
C -1.0770 2.4356 -1.3387
C -2.9368 3.6319 -2.2518
H 4.0147 -0.0198 -2.6550
H -5.1187 -0.0502 -1.1654
C 2.3139 -0.8710 -1.6715
H 0.2570 -4.2072 3.7267
C -1.5064 -1.3287 -0.7848
S 2.4502 0.0332 -0.1121
Al 0.2814 -0.0816 1.0864
C 2.0071 -2.4255 -3.9464
O 3.5249 -0.5278 0.6903
C 0.0151 -3.7640 -0.0705
C 4.2089 3.3180 -1.7302
C -3.3730 -0.7670 -2.1721
H -1.8965 1.9081 1.8799
H -1.0551 5.1682 4.5418
C 2.8190 1.6731 -0.7025
H -2.2870 3.8165 -0.2184
H 2.3208 -0.1621 2.7196
H 1.3643 1.0134 3.3439
H -0.0324 1.1215 -2.6865
H 1.5058 4.4297 1.2027
C -0.0300 -3.1683 3.7623
C 0.4677 -0.8585 3.3366
C -1.2787 2.7522 2.1970
P 0.1302 -1.9897 -0.3411
C -1.2390 -2.7970 4.3325
C -1.1573 -5.8384 0.0555
H -1.7671 -1.0137 1.3376
C 1.2697 -1.7986 -1.7419
C -1.6017 3.4983 3.3157
C -3.5213 -0.4259 0.2093
H 1.7985 -2.4851 2.8648
C -0.1747 3.1107 1.4161
C 1.8781 3.7899 -1.3303
C -2.2209 -0.8795 0.3348
H -1.8962 -3.5492 4.7366
H 2.1622 -6.2931 0.5684
C 0.6372 4.1748 1.7905
C -0.8027 4.5780 3.6752
H -4.0964 -0.1376 1.0763
C 3.0247 -1.4848 -3.8724
C 1.7197 2.5311 -0.7508
H 0.9472 5.7266 3.2192
H 3.2206 5.1244 -2.3247
C -1.5999 -1.4599 4.4028
H 3.7044 -1.3595 -4.7007
H 4.9139 1.4106 -1.0173
C -0.7487 -0.4795 3.9083
C 1.2260 -4.4101 0.1949
H -3.3413 3.2820 -4.3238
H -1.5230 -1.5655 -2.9161
*
```


Entry 2:
Below is C42H55BFeN7P as an isolated structure, with properties calculated with the ωB97M-V functional and the def2-TZVPD basis.

## Properties
gap between HOMO and LUMO (spin up / spin down) = 0.2679 / 0.3042 Eh
E_HOMO (spin up / spin down) = -11.13 / -11.14 eV

Structure (ORCA input):
```
! wB97M-V def2-TZVPD RIJCOSX def2/J DEFGRID3
* xyz 1 2
Fe -0.3446 0.1970 0.8852
C -1.7519 2.8391 -1.8913
C -2.3105 4.4559 -3.5804
H -2.9565 2.1392 3.2053
H 4.6218 0.3520 -4.8872
C -2.6608 0.1205 5.0055
C -3.2474 -3.7838 1.1160
H -2.7574 -1.2802 2.0392
H 3.7187 4.1864 1.0692
C -2.7337 -2.5790 0.3148
H 5.7214 -0.3632 0.3841
H -2.7331 5.4133 -3.8605
H -4.3328 -3.7230 1.2255
C -2.6388 -0.6057 -3.8020
C -0.8209 -2.1260 -3.3220
H -3.0889 0.3760 -3.7222
H -0.8163 1.7526 -4.9668
C 0.3931 3.3091 1.2521
H 2.3659 -2.4023 5.8414
H -0.7244 1.6935 6.1633
H 2.6461 -0.4458 -6.1367
C -0.4247 -3.7092 -0.2470
H -4.2705 -1.4349 -4.9239
H 1.9164 -5.0655 -0.7164
B 1.8931 -1.5894 1.7166
C -1.5508 0.9153 4.3042
H 4.6233 -1.6204 -0.2007
H -1.9395 2.7404 5.4146
H 2.8097 3.7587 2.5255
H 4.3745 1.1419 -2.5510
H -0.2839 2.6477 0.7000
H 3.3994 -1.9640 4.4764
H -3.0324 -1.7370 -1.6627
H -1.0359 -4.1162 -4.0871
N 1.1491 -1.1135 2.9756
C -2.7227 -2.8802 -4.5830
C 1.7750 3.7492 -0.7808
H -2.7999 -3.8102 2.1129
C -1.7836 3.6196 -4.5573
C 2.4107 -2.3288 4.7578
C 0.8814 -3.4047 0.1111
C 2.5357 -0.0916 -5.1194
H -3.0076 -4.7210 0.6095
H 4.4972 2.0382 0.2553
C 3.6469 0.3520 -4.4142
P -0.4608 0.4246 -2.3838
C -1.2347 2.3974 -4.2017
C -2.0983 1.4961 3.0020
C 3.6526 1.4193 0.5183
H 0.3989 3.0155 2.3041
C 2.2578 0.8017 -2.5058
C -1.2172 2.0004 -2.8628
H -2.4438 0.7072 2.3340
N 2.4235 -0.3165 1.0486
H 0.4248 -0.4449 -5.0756
C -1.3904 -0.8522 -3.2356
C 1.7962 3.2442 0.6671
C -3.3392 -2.6078 -1.0851
H 1.0711 3.1819 -1.3885
H -2.9895 -0.7216 4.3909
H -0.7541 -4.5808 -0.7928
H 0.1443 -2.3158 -2.8674
H -3.5225 0.7651 5.1987
C 0.3873 -0.7185 5.0029
C -3.1563 -1.3004 1.0231
N 1.5973 0.7553 1.0460
H -0.0095 4.3210 1.1725
N -0.3960 0.2580 -0.8201
H 1.4730 4.7996 -0.8027
C 3.6688 0.0541 0.7267
H 2.6938 -4.3872 0.7221
C -1.1002 2.0702 5.2096
H -2.7054 4.7218 -1.4889
N -0.4186 -1.8099 0.9000
H -1.7405 2.5189 -0.8625
H -4.2448 -1.2336 1.0755
H 2.2924 -3.3284 4.3378
H 2.7842 -2.3408 1.9969
C 1.3351 -1.4079 4.2779
N 0.1092 -0.2574 2.8472
C -1.2196 -2.6797 0.2720
H -1.7978 3.9245 -5.5963
C 2.3269 1.8303 0.7179
H 4.9535 -1.4775 1.5245
H -0.3018 2.6493 4.7370
C 1.2833 -0.0891 -4.5203
H -2.7978 -0.4212 0.4733
C 1.1422 0.3601 -3.2061
N 0.8532 -2.2627 0.8062
H -3.2304 -3.6632 -5.1316
H -4.4305 -2.6098 -1.0138
H 2.8037 -3.5378 -0.8187
C 2.1462 -4.1420 -0.1896
H 2.1381 1.1321 -1.4907
H 0.2652 -0.7336 6.0760
C -3.3035 -1.6250 -4.4759
C 2.7185 4.1375 1.5047
H -1.3476 2.1092 2.5054
C 4.8060 -0.9076 0.6062
C -1.4850 -3.1341 -4.0004
H 2.7648 3.6705 -1.2387
C -0.3723 -0.0007 4.0568
C 3.5085 0.7988 -3.1062
H -3.0327 -3.5040 -1.6273
H -2.3112 -0.2757 5.9611
H 2.3177 5.1531 1.5460
C -2.2955 4.0679 -2.2486
*
```


Entry 3:
Below is a 2-piece molecular cluster, C4H12 overall, with properties calculated with the ωB97M-V functional and the def2-TZVPD basis.

## Properties
structure (SMILES) = CC.CC
gap between HOMO and LUMO = 0.4657 Eh
ΔE to the lowest compared entry with this formula, charge and spin = 65.47 kJ/mol
E_HOMO = -11.55 eV

Structure (ORCA input):
```
! wB97M-V def2-TZVPD RIJCOSX def2/J DEFGRID3
* xyz 0 1
H -1.9231 0.4733 0.1910
H -0.3957 -1.3454 -0.3103
H 1.4147 2.4601 -0.4594
C 1.6273 1.4826 -0.8673
C 1.8443 0.5231 0.2668
H -2.7149 -0.7098 -0.9359
H -1.4636 -2.5720 0.3001
H 2.4429 1.5012 -1.5280
H 1.7235 -0.5011 -0.1133
H -3.1370 -0.6737 0.8653
H 1.1112 0.6081 1.0793
H 0.6971 1.1944 -1.3445
C -1.1629 -1.5030 0.4660
C -2.2836 -0.4875 0.1336
H -0.7867 -1.3537 1.4788
H 2.8812 0.8270 0.7820
*
```


Entry 4:
Below is a 4-piece molecular cluster, C16H28N4 overall, with properties calculated with the ωB97M-V functional and the def2-TZVPD basis.

## Properties
structure (SMILES) = CCCC#N.CCCC#N.CCCC#N.CCCC#N
gap between HOMO and LUMO = 0.4340 Eh
ΔE to the lowest compared entry with this formula, charge and spin = 141.25 kJ/mol
E_HOMO = -11.41 eV

Structure (ORCA input):
```
! wB97M-V def2-TZVPD RIJCOSX def2/J DEFGRID3
* xyz 0 1
H 2.8763 -0.9551 0.5852
H -5.0996 2.2209 -1.9633
H 5.0066 4.0878 5.8117
C 6.8683 2.2674 5.7833
H -5.8571 5.3598 0.3786
H -6.4781 2.4731 -0.8770
N 4.4784 -3.7074 -0.8291
N -8.5899 4.9253 -1.0693
N -1.3439 -4.1168 -5.5812
H -5.7814 6.2880 -1.0839
H 4.8716 4.4053 3.9755
C 2.2239 -2.2775 -0.8943
N 7.8804 3.8017 7.6434
C -1.9548 -6.5464 -2.4151
H -2.8884 -6.8444 -5.1637
H 0.4930 -0.6293 0.2206
H 7.7069 1.6245 5.5157
C 2.4596 -0.8280 -0.4140
C -7.5007 5.0631 -0.8818
H 1.5217 -2.6816 -0.1651
H -3.3724 -4.9709 -2.8736
H 4.1692 3.0142 4.7069
H 3.2704 -0.3691 -0.9798
C -3.1363 -5.9799 -3.2115
H -5.1774 4.4933 -2.5123
H -4.7744 2.4528 -0.2946
H 6.1357 1.5827 6.2105
C 6.4064 3.0624 4.5312
C -5.4506 2.7689 -1.0889
C -6.0387 5.3030 -0.6946
H -2.2267 -6.7257 -1.3749
H -1.0372 -5.9870 -2.5972
C -2.0831 -4.9238 -5.1941
H -3.9983 -6.5995 -2.9642
H -4.1312 4.5784 -1.1956
H -4.0126 -5.5310 -5.2018
H 7.0682 3.9147 4.3770
H 0.7641 0.1559 -1.3558
C 5.0129 3.6989 4.7935
H 1.7079 -2.3157 -1.8536
C -5.1645 4.3271 -1.4351
H 1.4575 0.9918 -0.0223
C 3.4631 -3.0721 -0.8604
C 1.1736 -0.0054 -0.3587
H -1.7552 -7.5240 -2.8539
C -3.0844 -5.8614 -4.7356
C 7.4243 3.1392 6.8305
H 6.4973 2.4519 3.6328
*
```


Entry 5:
Below is one molecule with the formula C6H14N2O3P2, with properties calculated with the ωB97M-V functional and the def2-TZVPD basis.

## Properties
structure (SMILES) = CN[C@@]1(P)CCC(=O)N(C)[P@@]1(=O)O
gap between HOMO and LUMO = 0.3412 Eh
ΔE to the lowest compared entry with this formula, charge and spin = 0.00 kJ/mol
E_HOMO = -8.92 eV

Structure (ORCA input):
```
! wB97M-V def2-TZVPD RIJCOSX def2/J DEFGRID3
* xyz 0 1
C 0.2257 1.8645 -0.1049
H -3.1755 -0.1713 1.8420
H -0.3017 2.7317 0.1245
O 3.5614 1.0066 -0.0402
C -0.7919 0.6609 -0.1235
O 0.3317 -1.4020 1.6464
H -3.3485 -0.2503 -0.0598
H 3.7091 -1.7155 -0.7243
H -1.4315 1.0488 1.7229
H 0.5719 -2.2867 2.0738
H -1.7734 -0.8030 -1.9696
H 0.7421 2.0173 -1.1090
H 2.1819 -2.0847 -1.6726
N -1.8199 0.7783 0.8855
C 2.4570 0.6489 0.2153
H -0.3743 0.5999 -2.4425
P 0.2574 -0.9886 0.0558
C -2.7488 -0.3733 0.8859
C 2.7567 -1.3012 -1.1974
H 1.7779 2.4968 1.0018
O -0.2665 -2.0178 -0.8358
C 1.3867 1.5242 0.9022
H -2.3152 -1.3253 0.7167
H 0.8504 1.0959 1.7052
H 3.0610 -0.6184 -2.0752
P -1.5906 0.5776 -1.7834
N 1.9497 -0.5124 -0.2705
*
```


Entry 6:
Below is C31H29As2BeN2O6Se as an isolated structure, with properties calculated with the ωB97M-V functional and the def2-TZVPD basis.

## Properties
gap between HOMO and LUMO = 0.2921 Eh
ΔE to the lowest compared entry with this formula, charge and spin = 109.97 kJ/mol
E_HOMO = -5.47 eV

Structure (ORCA input):
```
! wB97M-V def2-TZVPD RIJCOSX def2/J DEFGRID3
* xyz -1 1
C -0.7053 -1.8280 -3.2156
H 2.7677 2.0626 2.2782
H -5.2902 2.0427 1.5612
H 3.5685 3.5212 -1.7679
H -1.0815 4.5813 2.0767
C 6.1260 -0.3471 3.3635
H -0.0684 1.6762 3.3134
As 2.2124 -0.2907 1.7003
C 1.5791 -1.5413 3.0576
H -3.1564 1.0236 0.8653
H 2.4188 -4.4007 4.6768
O 1.9024 -2.5114 -0.2149
C -0.0311 4.3475 -0.6497
C 4.1438 -0.4155 1.9842
C -4.3867 3.8766 2.2149
H 0.6984 3.1419 2.7095
H 0.6865 -5.1243 -1.0160
H -3.2067 5.5780 2.7952
H 2.2977 -4.5518 -1.4670
H 6.5802 -0.2733 4.3443
C 1.8233 -3.5465 4.3765
C -4.3705 2.6036 1.6664
C 0.6712 5.2401 -1.4511
H 4.4927 -0.6459 -0.1164
C -1.9989 4.0163 1.9645
C 6.9263 -0.4741 2.2333
C 1.2643 -4.6226 -1.7927
C 0.5416 -3.3791 4.8833
O -1.9321 -0.8308 0.8053
C -0.6056 -0.9499 -2.1032
H 8.0044 -0.4989 2.3323
C -1.9775 2.7398 1.4035
H -0.2076 -3.8206 -3.7614
H 0.1965 6.1592 -1.7724
C 0.5626 3.1608 -0.2326
H 2.3142 1.9228 -0.3791
C -0.2312 -2.3074 4.4620
H 2.2346 1.2581 3.7536
H -5.3226 4.3182 2.5344
O -3.4273 -2.8185 1.7932
C 2.0015 1.4080 2.6993
O -0.8709 -3.2954 0.9605
C 1.9702 4.9545 -1.8447
C 6.3395 -0.5781 0.9808
H 2.5162 5.6525 -2.4672
H -1.0494 4.5762 -0.3631
C 2.3383 -2.6365 3.4634
C 2.5621 3.7624 -1.4484
H -1.2594 -2.2121 4.7863
H 3.3280 -2.7935 3.0520
C -0.0759 -3.0093 -3.0571
Be -0.9881 -0.2544 -0.2407
As -0.3429 1.8328 0.8710
H -0.3631 -0.6120 3.1820
O -1.3502 0.0731 -1.8526
H 1.2015 -5.1781 -2.7267
C 4.7445 -0.3199 3.2386
H 6.9583 -0.6859 0.0985
C 0.6296 2.0642 2.5697
Se -2.2880 -2.5453 0.6752
O -2.7752 -2.7094 -0.8720
N 0.2548 -1.1815 -1.0875
C -3.1700 2.0336 1.2597
C 1.0255 -2.3164 -1.0226
C 0.2863 -1.3949 3.5552
H 4.1270 -0.2366 4.1253
N 0.7337 -3.2850 -2.0052
H 0.1312 -4.1037 5.5751
C -3.1986 4.5842 2.3645
C 1.8593 2.8662 -0.6564
H -1.4049 -1.6449 -4.0141
C 4.9541 -0.5508 0.8598
*
```